(1)
Below is a molecular structure, C29H42N4O7OsSSi, with properties calculated with the ωB97M-V functional and the def2-TZVPD basis.

Its largest force on an atom is 0.0056 hartree/bohr. The LUMO energy (spin up / spin down) comes out at -1.443 / -1.441 eV. The HOMO energy (spin up / spin down) is -7.78 / -7.78 eV. The multiplicity is 1. As for the HOMO-LUMO gap (spin up / spin down): 6.34 / 6.34 eV. Its net charge is 0. The value obtained for the energy above the lowest of the compared OMol25 structures with the same formula, charge and spin is 0.000 eV.

Last column: Löwdin charge in e.
Positions of all 85 atoms, in Å:
Os  -0.899  -0.685  0.960  1.5983
C  -0.871  -3.402  -2.445  0.0048
C  -1.404  -2.882  -1.123  -0.5001
C  -2.056  -3.995  -0.318  0.0093
O  -0.318  -2.345  -0.332  -0.1638
C  -2.427  -1.754  -1.343  -0.5574
O  -3.289  -1.835  -2.185  0.1090
O  -2.299  -0.768  -0.495  -0.1633
H  -0.168  -4.217  -2.265  0.0967
H  -0.374  -2.613  -3.005  0.0877
H  -1.706  -3.771  -3.038  0.0980
H  -1.328  -4.785  -0.127  0.0946
H  -2.890  -4.405  -0.886  0.1039
H  -2.443  -3.635  0.636  0.0674
H  0.274  -1.825  -0.964  0.0552
C  3.930  -1.236  -1.103  -0.0044
C  3.538  -1.288  0.345  -0.3006
C  4.499  -1.378  1.348  -0.0417
C  4.083  -1.451  2.666  -0.0522
C  2.730  -1.439  2.951  -0.0268
C  1.837  -1.346  1.883  -0.3764
N  2.234  -1.268  0.618  0.1797
N  0.451  -1.319  2.130  -0.2172
Si  -0.349  -2.179  3.452  0.4383
C  0.204  -3.953  3.459  -0.1483
C  -0.174  -1.337  5.104  -0.1522
C  -2.128  -1.992  2.840  -0.1739
H  4.812  -0.612  -1.248  0.0658
H  3.106  -0.854  -1.703  0.0659
H  4.170  -2.240  -1.462  0.0903
H  5.551  -1.393  1.091  0.1110
H  4.807  -1.512  3.469  0.1117
H  2.374  -1.474  3.972  0.0939
H  1.267  -4.042  3.689  0.0344
H  0.034  -4.396  2.475  0.0341
H  -0.349  -4.537  4.199  0.0403
H  0.709  -1.653  5.661  0.0327
H  -1.050  -1.559  5.720  0.0417
H  -0.141  -0.254  4.970  0.0327
H  -2.286  -1.825  1.730  -0.0108
H  -2.663  -1.209  3.373  0.0464
H  -2.675  -2.931  2.947  0.0635
C  6.846  1.629  -0.953  -0.0521
C  5.545  2.352  -0.736  -0.2734
C  4.831  2.202  0.451  -0.0326
C  3.648  2.890  0.663  -0.0408
C  3.167  3.740  -0.323  -0.2824
C  3.863  3.909  -1.510  -0.0564
C  5.045  3.212  -1.710  -0.0302
S  1.628  4.585  -0.073  0.6218
O  1.530  4.888  1.324  -0.2851
O  1.563  5.604  -1.079  -0.2855
N  0.441  3.522  -0.380  -0.1116
C  0.203  2.990  -1.713  -0.1836
C  0.995  1.734  -2.073  -0.0601
C  0.562  0.467  -1.371  -0.5560
O  0.652  -0.615  -1.950  0.0318
O  0.113  0.650  -0.170  -0.1638
H  7.015  0.880  -0.180  0.0693
H  7.685  2.327  -0.928  0.0855
H  6.866  1.133  -1.924  0.0808
H  5.210  1.543  1.223  0.1074
H  3.110  2.787  1.595  0.1005
H  3.482  4.593  -2.256  0.1159
H  5.593  3.348  -2.635  0.1181
H  0.204  2.918  0.396  0.0768
H  0.435  3.784  -2.423  0.1178
H  -0.866  2.788  -1.798  0.1323
H  2.057  1.868  -1.848  0.1138
H  0.924  1.543  -3.145  0.1310
C  0.697  1.810  2.608  -0.0620
C  -0.798  1.853  2.534  -0.3453
C  -1.618  2.703  3.211  -0.0439
C  -2.962  2.281  2.989  -0.0490
C  -2.927  1.169  2.202  -0.3520
C  -4.092  0.480  1.569  -0.0467
N  -1.589  0.887  1.895  -0.1194
H  1.044  1.218  3.461  0.0710
H  1.071  2.826  2.743  0.0707
H  1.157  1.390  1.715  0.0421
H  -1.288  3.537  3.811  0.1090
H  -3.860  2.769  3.332  0.1029
H  -5.006  0.877  2.010  0.0831
H  -4.096  -0.602  1.706  0.0537
H  -4.123  0.656  0.493  0.0786

---

(2)
Below is C5H3NO in the gas phase in a non-equilibrium geometry, with properties calculated with the ωB97M-V functional and the def2-TZVPD basis.

Its largest force on an atom is 0.0232 hartree/bohr. The LUMO energy comes out at -0.634 eV. The HOMO energy is -10.23 eV. The multiplicity is 1. As for the HOMO-LUMO gap: 9.60 eV. Its net charge is 0. The value obtained for the energy above the lowest of the compared OMol25 structures with the same formula, charge and spin is 5.051 eV.

Last column: Löwdin charge in e.
Positions of all 10 atoms, in Å:
O  -1.792  0.300  0.147  -0.0052
C  -0.494  0.628  -0.081  0.0801
C  0.202  -0.690  -0.284  -0.2188
C  1.628  -0.594  0.023  -0.1548
C  2.797  -0.475  0.281  0.1214
C  -2.601  1.335  0.242  -0.3129
N  -3.370  2.196  0.321  0.1909
H  0.072  -0.858  -1.369  0.1416
H  -0.286  -1.537  0.219  0.1266
H  3.834  -0.356  0.505  0.0311

---

(3)
Below is a molecular structure, C35H41CuF3Ge2N3O3SSb, with properties calculated with the ωB97M-V functional and the def2-TZVPD basis.

Its largest force on an atom is 0.0123 hartree/bohr. The LUMO energy (spin up / spin down) comes out at -1.078 / -1.166 eV. The HOMO energy (spin up / spin down) is -7.64 / -8.22 eV. The multiplicity is 2. As for the HOMO-LUMO gap (spin up / spin down): 6.56 / 7.05 eV. As for the expectation value of S²: 0.76. Its net charge is 0. The value obtained for the energy above the lowest of the compared OMol25 structures with the same formula, charge and spin is 0.139 eV.

Last column: Löwdin spin population.
Positions of all 90 atoms, in Å:
Cu  0.272  -1.626  0.643  0.4880
N  0.524  -3.739  0.298  0.0707
N  0.760  -3.870  -1.072  0.0043
C  0.747  -2.743  -1.913  0.0022
O  1.007  -2.916  -3.094  0.0011
O  0.442  -1.642  -1.330  0.0179
H  1.325  -4.028  0.851  0.0000
H  -0.292  -4.271  0.586  0.0012
H  1.041  -4.756  -1.456  0.0019
C  0.843  4.217  1.918  0.0002
C  1.103  2.719  1.759  0.0004
Ge  -0.410  1.535  2.153  0.0030
C  -2.260  2.157  2.200  -0.0002
C  -2.488  3.621  2.583  0.0000
C  -0.013  0.719  3.858  0.0031
C  0.565  -0.421  4.257  0.0351
Ge  0.909  -1.875  2.948  0.1667
C  2.829  -2.396  2.893  0.0422
C  3.353  -3.548  3.752  0.0101
C  -0.318  -3.325  3.547  0.0288
C  -1.736  -3.079  3.022  0.0025
C  0.855  -0.655  5.713  0.0074
C  1.375  -1.875  6.141  0.0038
C  1.647  -2.129  7.478  0.0002
C  1.405  -1.156  8.432  0.0000
C  0.904  0.075  8.028  0.0004
C  0.637  0.320  6.693  0.0013
H  1.754  4.787  1.728  0.0000
H  0.504  4.468  2.924  0.0000
H  0.086  4.559  1.213  0.0000
H  1.903  2.392  2.427  0.0001
H  1.427  2.516  0.738  0.0000
H  -2.769  1.496  2.905  0.0000
H  -2.685  1.963  1.214  0.0001
H  -2.053  3.862  3.555  0.0000
H  -3.555  3.840  2.640  0.0000
H  -2.053  4.295  1.847  0.0000
H  -0.267  1.456  4.625  -0.0003
H  3.390  -1.479  3.094  0.0008
H  3.020  -2.621  1.839  0.0043
H  3.408  -3.281  4.806  0.0001
H  4.362  -3.832  3.444  0.0019
H  2.726  -4.439  3.667  0.0005
H  -0.347  -3.354  4.637  0.0043
H  0.052  -4.299  3.211  0.0004
H  -2.144  -2.155  3.438  0.0002
H  -2.418  -3.889  3.290  -0.0001
H  -1.761  -2.967  1.934  -0.0001
H  1.569  -2.652  5.417  0.0023
H  2.050  -3.090  7.770  0.0000
H  1.600  -1.353  9.478  0.0000
H  0.727  0.853  8.760  0.0001
H  0.259  1.295  6.420  0.0001
F  0.479  -0.395  -10.208  0.0000
C  0.509  -0.253  -8.866  0.0000
C  1.601  -0.722  -8.170  0.0000
C  1.623  -0.550  -6.790  0.0000
C  0.571  0.068  -6.118  0.0002
C  -0.527  0.496  -6.862  0.0000
C  -0.565  0.351  -8.240  0.0000
Sb  0.698  0.260  -3.978  0.0003
C  0.391  2.391  -3.839  0.0000
C  1.335  3.070  -3.068  0.0001
C  1.257  4.439  -2.849  0.0001
C  0.205  5.125  -3.417  0.0000
F  0.112  6.457  -3.217  0.0000
C  -0.756  4.501  -4.187  0.0000
C  -0.652  3.133  -4.391  0.0000
C  -1.365  -0.320  -3.762  -0.0001
C  -1.690  -1.625  -4.140  0.0000
C  -2.953  -2.146  -3.907  0.0000
C  -3.892  -1.349  -3.281  0.0000
F  -5.115  -1.862  -3.024  0.0000
C  -3.627  -0.045  -2.923  0.0000
C  -2.354  0.461  -3.172  0.0000
H  2.407  -1.210  -8.699  0.0000
H  2.479  -0.913  -6.233  0.0000
H  -1.385  0.933  -6.366  0.0000
H  -1.406  0.692  -8.828  0.0000
H  2.158  2.521  -2.620  0.0000
H  1.986  4.970  -2.251  0.0000
H  -1.559  5.083  -4.618  0.0000
H  -1.408  2.648  -4.997  0.0000
H  -0.943  -2.253  -4.609  0.0000
H  -3.215  -3.154  -4.200  0.0000
H  -4.401  0.560  -2.469  0.0000
H  -2.168  1.507  -2.954  0.0000
O  -0.765  2.312  -0.651  0.0144
S  -0.470  0.890  -0.697  0.0119
N  -0.408  0.247  0.686  0.0660

---

(4)
Below is 2 unconnected molecules or ions with the total composition C6H14O2 in a non-equilibrium geometry, with properties calculated with the ωB97M-V functional and the def2-TZVPD basis.

Its largest force on an atom is 0.0697 hartree/bohr. The LUMO energy comes out at 0.677 eV. The HOMO energy is -9.81 eV. The multiplicity is 1. As for the HOMO-LUMO gap: 10.49 eV. Its net charge is 0. The value obtained for the energy above the lowest of the compared OMol25 structures with the same formula, charge and spin is 2.436 eV.

Last column: Löwdin charge in e.
Positions of all 22 atoms, in Å:
O  -1.436  -3.076  -0.589  0.0541
C  -1.623  -2.032  -1.129  -0.3095
C  -1.428  -0.788  -0.401  -0.1531
C  0.007  -0.694  0.205  -0.1696
C  1.046  0.165  -0.579  -0.4239
C  2.434  0.183  0.107  -0.1059
C  0.576  1.598  -0.748  -0.1030
H  -2.001  -2.199  -2.152  0.1235
H  -2.085  -0.900  0.522  0.1369
H  -1.589  0.123  -1.069  0.1248
H  -0.212  -0.038  1.035  0.0725
H  0.516  -1.550  0.600  0.1103
H  1.166  -0.235  -1.689  0.1643
H  2.530  0.946  0.960  0.0915
H  3.250  0.439  -0.520  0.0425
H  2.921  -0.730  0.672  0.1076
H  0.988  2.079  -1.595  0.0590
H  -0.544  1.705  -0.663  0.0702
H  0.877  2.195  0.193  0.1044
H  -1.774  0.188  2.612  0.0130
H  -1.852  1.489  1.655  0.0516
O  -1.767  1.133  2.572  -0.0611